{
  "formula": "C6H12InO2",
  "method": "ωB97M-V/def2-TZVPD",
  "e_above_lowest_ev": 0.120,
  "gap_ev": 2.43,
  "charge": 3,
  "elements": ["In", "O", "O", "C", "C", "C", "C", "C", "C", "H", "H", "H", "H", "H", "H", "H", "H", "H", "H", "H", "H"],
  "coordinates": [[-0.692, -1.667, 5.265], [-1.485, 2.140, 1.924], [0.356, -2.338, 0.196], [-0.758, 2.723, -0.267], [-0.670, 4.388, 1.718], [-0.051, -4.159, -1.242], [-1.013, 3.014, 1.210], [1.826, -2.495, -1.712], [0.670, -2.908, -0.859], [-1.017, 3.645, -0.787], [-0.857, -4.490, -0.587], [0.738, -4.909, -1.295], [0.197, 4.701, 1.136], [1.517, -2.555, -2.755], [-0.490, -4.177, -2.240], [2.649, -3.173, -1.481], [-1.495, 5.092, 1.611], [-1.366, 1.963, -0.758], [0.284, 2.426, -0.387], [2.048, -1.460, -1.452], [-0.391, 4.239, 2.761]]
}

=====

{
  "formula": "C42H54BIrN6O4PS3Se",
  "method": "ωB97M-V/def2-TZVPD",
  "gap_ev": [6.81, 6.81],
  "charge": -1,
  "elements": ["Ir", "Se", "S", "S", "S", "P", "O", "O", "O", "O", "N", "N", "N", "N", "N", "N", "C", "C", "C", "C", "C", "C", "C", "C", "C", "C", "C", "C", "C", "C", "C", "C", "C", "C", "C", "C", "C", "C", "C", "C", "C", "C", "C", "C", "C", "C", "C", "C", "C", "C", "C", "C", "C", "C", "C", "C", "C", "C", "B", "H", "H", "H", "H", "H", "H", "H", "H", "H", "H", "H", "H", "H", "H", "H", "H", "H", "H", "H", "H", "H", "H", "H", "H", "H", "H", "H", "H", "H", "H", "H", "H", "H", "H", "H", "H", "H", "H", "H", "H", "H", "H", "H", "H", "H", "H", "H", "H", "H", "H", "H", "H", "H", "H"],
  "coordinates": [[-0.847, -0.650, 0.812], [-2.553, -2.850, 0.065], [1.838, -1.720, 1.818], [-1.467, -0.106, -1.735], [2.019, 1.960, -0.996], [-1.406, 1.667, 1.527], [-3.229, -4.006, 0.968], [-2.804, -3.055, -1.516], [-2.938, -1.306, 0.616], [-0.906, -2.738, 0.407], [1.459, -4.307, 0.827], [4.529, 0.826, -0.687], [-0.565, -0.948, -4.178], [1.705, -2.714, -0.662], [2.920, -0.588, -1.167], [0.881, -1.238, -2.562], [5.174, 3.180, -1.142], [-5.482, 1.637, -0.643], [-1.782, 4.551, 1.464], [-2.181, 2.245, 5.542], [1.518, -3.902, -1.345], [5.257, 2.013, -0.157], [-1.836, -0.726, -4.929], [-0.043, -6.034, 1.715], [-3.133, 2.260, -0.629], [-0.923, 3.436, 1.407], [5.094, -0.445, -0.796], [-1.742, 1.468, 3.297], [6.731, 1.656, 0.028], [0.454, 3.636, 1.266], [0.165, 6.003, 1.218], [-3.022, 1.705, 0.656], [-2.005, 2.506, 4.196], [-2.039, 0.942, 6.013], [2.402, -5.962, 2.350], [4.669, 2.385, 1.203], [4.107, -1.297, -1.095], [-0.373, -0.789, -2.832], [-1.705, -0.071, 5.133], [-1.203, 5.817, 1.360], [0.580, -1.528, -4.728], [-1.562, 0.176, 3.763], [-2.839, -1.803, -4.518], [-2.401, 0.676, -4.661], [-4.130, 1.114, 1.258], [-4.378, 2.212, -1.255], [1.464, -1.692, -3.733], [-1.169, -0.948, 2.861], [-1.978, 2.907, -1.364], [-3.283, 4.501, 1.653], [1.156, -5.132, 2.037], [1.393, -4.881, -0.440], [-5.356, 1.083, 0.621], [1.648, -2.965, 0.676], [3.172, 0.728, -0.921], [1.004, 4.903, 1.176], [0.771, -4.295, 3.252], [-1.551, -0.833, -6.427], [1.528, -1.276, -1.177], [1.099, 2.766, 1.208], [1.592, -3.680, 3.606], [-4.021, 0.656, 2.236], [1.236, -5.931, -0.595], [-3.797, 4.441, 0.690], [2.075, 5.026, 1.067], [2.470, -2.079, -3.759], [-1.263, -1.846, -6.716], [-3.808, -1.603, -4.987], [-0.366, -6.531, 2.631], [3.608, 2.617, 1.101], [0.568, 7.007, 1.146], [3.248, -5.301, 2.554], [0.199, -6.808, 0.985], [-1.981, -1.681, 2.791], [6.141, -0.637, -0.663], [-1.856, 6.682, 1.401], [5.187, 3.258, 1.610], [7.197, 1.367, -0.917], [-2.127, 2.819, -2.440], [-2.965, -1.836, -3.434], [-2.492, -2.789, -4.842], [-6.432, 1.601, -1.163], [0.772, -0.707, -0.404], [-1.028, 2.426, -1.128], [5.748, 4.023, -0.747], [-3.616, 5.409, 2.159], [6.866, 0.853, 0.755], [-2.411, 3.056, 6.223], [-0.874, -5.436, 1.334], [-3.154, 0.904, -5.418], [-2.860, 0.734, -3.677], [5.592, 2.888, -2.109], [-0.773, -0.133, -6.742], [-3.602, 3.646, 2.240], [4.773, 1.548, 1.900], [-0.072, -3.645, 3.011], [2.223, -6.584, 3.231], [-2.469, -0.590, -6.962], [-2.050, 3.534, 3.857], [-1.608, 1.428, -4.714], [-1.892, 3.970, -1.111], [0.469, -4.985, 4.044], [-1.547, -1.082, 5.496], [-4.470, 2.624, -2.256], [1.462, -3.956, -2.419], [-2.172, 0.724, 7.066], [2.661, -6.612, 1.510], [0.679, -1.757, -5.771], [7.249, 2.540, 0.404], [4.141, 3.488, -1.288], [4.142, -2.362, -1.256], [-0.300, -1.454, 3.276], [-6.203, 0.604, 1.098]]
}

=====

{
  "formula": "C36H36FeN6O8P2S2",
  "method": "ωB97M-V/def2-TZVPD",
  "e_above_lowest_ev": 0.000,
  "gap_ev": 7.58,
  "elements": ["Fe", "S", "S", "P", "P", "O", "O", "O", "O", "O", "O", "O", "O", "N", "N", "N", "N", "N", "N", "C", "C", "C", "C", "C", "C", "C", "C", "C", "C", "C", "C", "C", "C", "C", "C", "C", "C", "C", "C", "C", "C", "C", "C", "C", "C", "C", "C", "C", "C", "C", "C", "C", "C", "C", "C", "H", "H", "H", "H", "H", "H", "H", "H", "H", "H", "H", "H", "H", "H", "H", "H", "H", "H", "H", "H", "H", "H", "H", "H", "H", "H", "H", "H", "H", "H", "H", "H", "H", "H", "H", "H"],
  "coordinates": [[0.777, 0.042, 0.747], [3.142, -1.294, -5.646], [-4.258, 4.334, 2.026], [1.684, 2.065, 1.557], [-0.163, -1.975, 0.183], [2.182, -2.051, 6.251], [2.654, -0.729, 0.493], [4.419, -1.542, 1.614], [1.360, 3.508, 0.901], [1.336, 2.394, 3.077], [-1.981, 0.050, 3.909], [3.274, 2.009, 1.764], [-1.102, 0.288, 1.850], [-1.292, 1.921, -0.219], [1.167, -0.643, 2.552], [0.726, 0.507, -1.422], [-0.548, -4.618, 0.871], [-0.430, -4.125, -1.530], [-2.422, -3.490, -0.244], [0.131, -3.401, 1.320], [3.067, -0.811, -3.995], [1.813, -1.579, 5.039], [-3.416, 3.043, -0.292], [-2.337, 2.171, -3.760], [4.210, -1.166, -3.332], [-1.290, 1.573, -4.359], [4.703, -1.957, -5.447], [-0.069, -5.037, -0.445], [3.266, -1.151, 1.546], [-5.802, 3.860, 0.055], [1.887, -0.134, -3.447], [-3.430, 2.943, -1.664], [0.264, -0.599, 3.523], [-0.244, 1.077, -2.186], [0.881, 0.400, -4.214], [-1.074, -0.021, 3.086], [0.259, -2.840, -1.397], [2.754, -1.624, 4.013], [0.543, -1.064, 4.791], [-5.882, 4.841, 2.143], [-1.882, -3.947, -1.521], [-0.008, 2.753, 3.432], [-1.998, -2.121, 0.060], [4.120, 1.874, 0.616], [-4.505, 3.683, 0.451], [-6.593, 4.525, 1.026], [-2.299, 2.501, 0.382], [1.742, -0.059, -2.050], [-2.384, 2.292, -2.331], [2.383, -1.143, 2.778], [-1.996, -4.421, 0.800], [1.317, 3.691, -0.512], [5.149, -1.822, -4.169], [-1.334, 1.778, -1.550], [-0.214, 1.014, -3.589], [1.207, -3.585, 1.390], [2.227, 4.193, -0.839], [-0.708, 2.506, 2.634], [-2.356, -4.061, 1.766], [-2.456, -5.390, 0.595], [-0.013, -2.200, -2.242], [-0.219, -3.139, 2.323], [-0.230, -1.010, 5.547], [-2.338, -4.912, -1.755], [-0.040, 3.822, 3.632], [0.455, 4.314, -0.746], [1.220, 2.738, -1.037], [-0.507, -6.012, -0.667], [-0.282, 2.193, 4.324], [-6.230, 5.340, 3.033], [0.918, 0.363, -5.297], [-2.357, -1.441, -0.718], [1.017, -5.142, -0.413], [4.381, -0.971, -2.282], [-2.255, 2.524, 1.466], [-3.150, 2.584, -4.344], [2.482, -0.518, -1.410], [5.206, -2.416, -6.282], [1.451, -1.959, 6.872], [3.578, 1.461, -0.236], [3.748, -2.020, 4.164], [-1.237, 1.495, -5.438], [-6.188, 3.503, -0.889], [1.341, -2.995, -1.445], [4.527, 2.852, 0.361], [-2.158, -3.235, -2.302], [-4.239, 3.375, -2.242], [-7.642, 4.749, 0.903], [-2.441, -1.784, 0.999], [4.921, 1.185, 0.875], [6.111, -2.178, -3.831]]
}

=====

{
  "formula": "C4H3N2",
  "method": "ωB97M-V/def2-TZVPD",
  "e_above_lowest_ev": 5.083,
  "gap_ev": [7.30, 5.95],
  "charge": 1,
  "elements": ["N", "N", "C", "C", "C", "C", "H", "H", "H"],
  "coordinates": [[-1.186, -0.148, -0.028], [2.380, 1.244, 0.231], [1.869, -1.149, 0.044], [-1.959, 0.793, -0.154], [2.206, 0.082, 0.137], [-0.621, -1.192, 0.120], [1.553, -2.112, 0.045], [-2.287, 1.077, -1.097], [-1.954, 1.405, 0.702]]
}

=====

{
  "formula": "C3H4N2O2",
  "method": "ωB97M-V/def2-TZVPD",
  "e_above_lowest_ev": 3.418,
  "gap_ev": 10.09,
  "elements": ["O", "O", "N", "N", "C", "C", "C", "H", "H", "H", "H"],
  "coordinates": [[-0.487, 1.602, -1.316], [-2.317, 0.501, 0.178], [-0.010, -0.099, 0.215], [0.663, -0.304, -1.021], [0.326, 0.701, -1.770], [-1.158, 0.500, -0.001], [0.485, -0.770, 1.409], [0.562, -1.837, 1.201], [-0.184, -0.593, 2.255], [1.478, -0.377, 1.664], [0.640, 0.677, -2.816]]
}

=====

{
  "formula": "C5H10FN2",
  "method": "ωB97M-V/def2-TZVPD",
  "smiles": "C[N+](C)=C(F)N1CC1",
  "e_above_lowest_ev": 2.776,
  "gap_ev": 10.11,
  "charge": 1,
  "elements": ["F", "N", "N", "C", "C", "C", "C", "C", "H", "H", "H", "H", "H", "H", "H", "H", "H", "H"],
  "coordinates": [[-0.862, -0.487, 1.953], [-1.170, -0.637, -0.268], [0.983, 0.317, 0.629], [-2.452, -1.076, -0.714], [1.576, 0.626, -0.639], [-1.433, -0.550, -1.664], [-0.462, -0.283, 0.738], [1.611, 0.755, 1.850], [1.451, 1.684, -0.890], [-3.299, -0.457, -0.441], [0.873, 0.975, 2.622], [-2.641, -2.142, -0.666], [2.176, 1.660, 1.639], [-1.553, 0.444, -2.081], [2.645, 0.414, -0.563], [2.291, -0.013, 2.230], [-0.897, -1.245, -2.298], [1.163, 0.014, -1.436]]
}